A 7-piece molecular cluster, C4H21NO8 overall at a distorted geometry. Source: the Open Molecules 2025 dataset; level of theory: ωB97M-V with the def2-TZVPD basis set.

Structure (XYZ):
```
34
Properties=species:S:1:pos:R:3:forces:R:3
C 2.223 0.583 -1.465 -2.6 0.6 0.0
N 1.094 0.082 -0.798 1.7 2.0 0.6
C 1.339 0.089 1.652 2.3 4.5 1.1
C 0.630 0.667 0.472 -2.0 -1.3 -1.7
C 0.708 2.203 0.122 -2.3 1.4 1.6
O -0.345 2.820 0.815 0.3 0.4 -0.1
O 2.539 1.769 -1.512 0.0 -0.4 1.0
H 2.648 -0.042 -2.214 0.6 -1.1 -0.4
H 0.948 -0.885 -0.824 0.0 -2.0 -0.4
H 1.482 -0.907 1.451 0.0 -2.6 0.3
H 0.785 0.413 2.527 -0.2 -0.9 0.4
H 2.389 0.543 1.877 -1.5 -0.7 -0.8
H -0.512 0.403 0.685 2.3 0.9 -1.3
H 1.657 2.538 0.549 0.4 0.1 -0.5
H 0.449 2.415 -0.961 0.7 -0.5 1.2
H -0.201 3.061 1.758 0.3 -0.2 -0.6
H -2.638 0.843 -2.387 3.9 1.5 -3.4
H -3.511 -0.338 -2.051 0.0 0.2 0.0
O -3.321 0.592 -1.883 -4.1 -1.6 3.6
H 2.591 -3.052 -0.338 -0.7 0.3 0.8
H 1.292 -3.885 -0.322 0.9 3.1 1.7
O 1.699 -2.982 0.091 0.3 -3.2 -3.5
H 0.047 -2.751 1.895 -0.8 -1.6 1.5
H 1.184 -3.346 1.598 -0.1 -1.8 1.7
O 0.466 -3.594 2.264 0.8 2.7 -2.0
H -0.590 1.133 -2.104 0.9 0.1 0.2
H -0.592 2.239 -3.297 0.4 -0.1 0.4
O -1.030 1.503 -2.859 -0.8 0.0 -0.7
H -2.704 1.169 0.149 -0.2 -2.5 1.9
H -3.302 1.719 1.164 -1.8 2.3 2.0
O -2.908 0.881 1.151 2.1 -0.1 -4.1
H -1.910 -2.638 0.977 2.3 1.0 -0.6
H -1.505 -1.216 1.043 -0.4 1.2 0.3
O -1.101 -2.030 0.779 -2.4 -1.7 0.1
```
Positions in Å, forces in eV/Å.

Calculated values
- multiplicity = 2
- F_max (eV Å⁻¹) = 5.68
- HOMO energy (spin up / spin down) (eV) = -12.822 / -12.812
- orbital gap (spin up / spin down) (eV) = 9.30 / 3.35
- total energy (Ha) = -821.2173
- energy above the lowest of the compared OMol25 structures with the same formula, charge and spin (kcal/mol) = 64.9
- total charge = +1

Löwdin population analysis, charges in e, atoms 1 to 4: -0.18 0.09 0.00 -0.30

***

A 7-piece molecular cluster, C4H21NO9 overall at a distorted geometry. Source: the Open Molecules 2025 dataset; level of theory: ωB97M-V with the def2-TZVPD basis set.

Structure (XYZ):
```
35
Properties=species:S:1:pos:R:3:forces:R:3
O -2.143 -0.644 -0.245 -0.1 0.0 0.5
C -1.754 0.083 0.628 0.9 -0.6 -0.6
C -0.281 0.440 0.878 -0.8 1.0 0.8
C -0.145 0.805 2.367 0.1 0.2 -0.1
O 0.461 -0.245 3.098 0.1 0.2 0.1
N 0.030 1.588 0.021 0.3 -0.5 -0.4
C 0.558 1.292 -1.296 0.0 0.5 -0.5
O -0.152 0.547 -2.270 0.0 -0.8 0.4
H -2.442 0.640 1.281 -0.3 0.0 0.0
H 0.452 -0.344 0.719 -0.2 -0.1 -0.6
H 0.464 1.708 2.452 0.2 -0.1 0.1
H -1.107 1.086 2.818 -0.1 -0.2 -0.1
H 0.142 -1.086 2.742 0.0 -0.2 0.0
H -0.693 2.292 -0.013 -0.2 -0.1 0.0
H 0.741 2.261 -1.765 0.3 0.2 0.2
H 1.492 0.743 -1.160 0.0 0.0 -0.1
H -1.108 0.604 -2.152 0.1 0.4 0.1
O -3.311 -0.722 -2.573 -0.6 0.4 -1.0
H -2.988 -1.176 -1.806 0.4 -0.4 0.8
H -4.247 -0.936 -2.621 0.0 0.0 -0.1
O 3.952 -1.239 0.245 0.1 0.0 0.2
H 3.665 -0.370 0.594 -0.1 0.0 -0.2
H 4.315 -1.702 1.006 0.1 0.0 -0.1
O 2.900 1.201 1.027 0.6 -0.2 0.2
H 2.285 1.053 1.752 -0.1 0.1 0.0
H 2.430 1.708 0.361 -0.3 0.1 0.1
O 1.546 -2.178 -0.617 0.4 -0.1 -0.3
H 1.492 -2.306 -1.565 -0.2 0.1 -0.2
H 2.494 -2.024 -0.432 0.0 0.2 0.3
O -0.352 -2.564 1.178 0.0 0.5 0.2
H -0.371 -3.518 1.118 0.0 -0.2 0.0
H 0.281 -2.278 0.480 -0.2 -0.5 0.2
O -2.648 1.857 -1.784 0.0 0.3 0.4
H -2.889 2.429 -2.515 0.0 0.0 -0.1
H -3.067 0.996 -1.951 -0.2 -0.1 -0.3
```
Positions in Å, forces in eV/Å.

Calculated values
- F_max (eV Å⁻¹) = 1.50
- SMILES = O=C[C@H](CO)NCO.O.O.O.O.O.O
- HOMO energy (eV) = -9.215
- orbital gap (eV) = 9.77
- total energy (Ha) = -896.9070
- energy above the lowest of the compared OMol25 structures with the same formula, charge and spin (kcal/mol) = 50.0

Löwdin population analysis, charges in e, atoms 1 to 4: 0.05 -0.17 -0.28 -0.23

***

A 7-piece molecular cluster, C4H21O7 overall at a distorted geometry. Source: the Open Molecules 2025 dataset; level of theory: ωB97M-V with the def2-TZVPD basis set.

Structure (XYZ):
```
32
Properties=species:S:1:pos:R:3:forces:R:3
O 0.274 -1.390 0.655 0.3 -0.7 -0.3
H -0.558 -0.769 0.635 -1.5 1.3 1.1
H 0.902 -1.190 1.376 -0.2 0.4 -0.1
H 0.691 -1.344 -0.273 0.7 -0.4 -1.5
C -2.843 2.123 -0.037 0.3 0.3 1.6
C -1.555 1.303 0.134 -0.4 -1.2 -0.2
C -0.378 2.147 0.566 0.8 1.1 -0.2
O -1.747 0.209 0.982 0.8 -0.7 0.1
H -3.145 2.436 0.974 0.0 -0.3 0.1
H -3.653 1.489 -0.390 0.0 0.2 -0.5
H -2.702 3.101 -0.505 -0.1 -0.4 -0.8
H -1.331 0.837 -0.844 0.2 0.6 -0.4
H -0.532 2.767 1.456 -0.4 -0.4 0.2
H -0.073 2.892 -0.185 -0.2 -0.2 -0.2
H 0.524 1.553 0.729 -0.2 -0.2 0.1
C 0.310 -1.989 -2.710 -0.2 0.9 -0.3
O 1.217 -1.431 -1.831 0.3 0.4 1.2
H -0.285 -1.199 -3.212 -0.4 0.0 0.3
H 0.737 -2.487 -3.599 0.4 -0.4 0.4
H -0.383 -2.668 -2.194 -0.1 -0.2 -0.3
O 1.605 -0.578 2.887 0.2 0.0 0.3
H 1.253 -0.881 3.729 -0.1 0.0 -0.1
H 2.431 -0.135 3.103 0.0 0.0 -0.2
O -2.418 -1.999 2.976 -0.1 -0.2 -0.1
H -1.695 -1.620 3.481 0.0 0.2 -0.1
H -2.423 -1.482 2.152 0.1 0.3 0.1
O 1.950 1.309 -2.271 0.1 0.1 0.1
H 1.082 1.683 -2.447 0.0 -0.1 0.1
H 1.763 0.371 -2.046 -0.3 -0.3 -0.3
O 3.945 -1.269 -1.214 0.0 0.1 0.2
H 2.990 -1.270 -1.452 -0.1 -0.4 -0.2
H 4.046 -0.518 -0.624 0.0 0.1 -0.1
```
Positions in Å, forces in eV/Å.

Calculated values
- F_max (eV Å⁻¹) = 2.30
- HOMO energy (eV) = -4.654
- orbital gap (eV) = 6.87
- total energy (Ha) = -691.6744
- energy above the lowest of the compared OMol25 structures with the same formula, charge and spin (kcal/mol) = 38.5
- total charge = -1

Löwdin population analysis, charges in e, atoms 1 to 4: 0.14 0.07 0.07 0.08

***

A 8-piece molecular cluster, C4H22BF4O7 overall at a distorted geometry. Source: the Open Molecules 2025 dataset; level of theory: ωB97M-V with the def2-TZVPD basis set.

Structure (XYZ):
```
38
Properties=species:S:1:pos:R:3:forces:R:3
B -18.722 11.220 -12.576 1.4 0.3 3.3
F -17.733 10.358 -11.994 -1.1 1.0 0.2
F -19.100 12.233 -11.638 -0.6 -0.7 0.3
F -18.184 11.843 -13.584 1.9 2.0 -2.9
F -19.825 10.570 -13.041 -2.6 -1.3 0.1
C -14.851 12.693 -12.818 -0.8 0.1 -0.2
O -15.257 12.317 -11.502 0.6 -0.1 -0.4
H -14.612 11.940 -13.568 0.7 -1.1 0.8
H -15.683 13.105 -13.389 -0.2 1.1 0.4
H -14.002 13.365 -12.698 -0.3 0.1 -0.2
H -16.123 11.902 -11.496 -0.1 -0.2 -0.4
C -18.393 15.190 -14.296 -0.2 0.0 -1.2
O -18.080 16.287 -15.223 -0.6 -1.3 1.0
H -18.337 14.218 -14.785 1.2 -0.1 -0.1
H -17.788 15.257 -13.391 -0.2 -0.1 -0.1
H -19.461 15.077 -14.110 -0.2 1.3 0.5
H -17.452 15.891 -15.832 0.1 0.2 -0.1
C -22.527 12.592 -12.809 -1.6 0.2 1.3
O -22.339 11.305 -12.357 -1.5 1.3 -0.1
H -21.775 13.273 -12.412 1.0 0.0 0.2
H -22.382 12.717 -13.883 0.3 -0.4 -0.7
H -23.509 12.939 -12.491 0.0 -0.3 -0.3
H -21.417 11.072 -12.492 2.7 -1.1 -0.5
C -17.196 12.383 -8.575 1.3 -0.3 -0.5
O -17.789 12.100 -7.313 -0.6 0.2 -0.7
H -16.667 11.507 -8.951 0.4 -0.1 0.6
H -17.789 12.599 -9.464 -1.1 0.4 0.5
H -16.493 13.202 -8.420 0.3 -0.1 -0.4
H -18.054 12.969 -7.006 -0.2 -0.1 0.4
O -17.296 7.874 -12.444 0.1 -0.9 0.0
H -17.363 8.751 -12.068 0.0 0.1 0.0
H -17.422 8.005 -13.384 0.0 0.0 -0.2
O -18.392 10.926 -16.015 -0.3 -0.3 -0.7
H -18.669 11.120 -15.119 0.2 0.0 0.1
H -17.560 11.388 -16.114 0.2 0.1 0.0
O -20.607 9.461 -9.354 -0.4 -0.1 -0.1
H -20.272 9.922 -8.585 0.2 0.1 0.3
H -20.238 9.937 -10.098 0.4 0.0 -0.1
```
Positions in Å, forces in eV/Å.

Calculated values
- multiplicity = 2
- F_max (eV Å⁻¹) = 4.07
- HOMO energy (spin up / spin down) (eV) = -9.792 / -9.791
- orbital gap (spin up / spin down) (eV) = 9.08 / 2.29
- total energy (Ha) = -1116.5666

Löwdin population analysis, charges in e, atoms 1 to 4: -1.34 0.10 0.09 0.22

***

A 12-piece molecular cluster, C4H22BO19 overall at a distorted geometry. Source: the Open Molecules 2025 dataset; level of theory: ωB97M-V with the def2-TZVPD basis set.

Structure (XYZ):
```
46
Properties=species:S:1:pos:R:3:forces:R:3
O 0.520 -2.750 2.018 -0.6 3.5 -2.6
C 0.326 -1.787 1.241 1.1 -1.5 1.0
O 1.062 -0.662 1.105 -0.4 -1.2 0.7
B 0.496 0.254 0.073 0.6 -1.2 1.0
O -0.703 -0.431 -0.369 -0.6 -1.3 -0.7
C -0.809 -1.657 0.160 -1.7 -1.2 0.8
O -1.696 -2.496 -0.004 2.1 2.2 -0.1
O 1.554 0.530 -0.953 -0.7 -1.3 0.0
C 1.559 1.806 -1.155 0.6 3.0 -1.4
O 2.132 2.481 -1.999 -0.5 -1.7 1.0
C 0.686 2.453 -0.067 1.4 5.1 -0.4
O 0.145 1.551 0.644 -1.0 -1.5 1.0
O 0.655 3.678 0.137 -0.3 -2.8 -0.4
O -3.163 7.116 -2.657 0.0 0.0 -0.3
H -3.232 6.597 -1.855 0.0 -0.2 0.2
H -3.222 8.024 -2.361 0.0 0.2 0.1
O 5.342 -4.899 -0.362 0.2 0.0 -0.1
H 5.245 -5.800 -0.054 0.0 -0.2 0.1
H 4.610 -4.429 0.036 -0.2 0.2 0.1
O -4.901 5.149 1.137 0.0 0.2 -0.2
H -5.685 4.944 1.646 -0.2 -0.1 0.1
H -4.206 4.634 1.546 0.3 -0.2 0.1
O -2.522 2.735 4.731 -0.3 0.0 0.0
H -2.340 3.093 5.599 0.0 0.1 0.2
H -1.662 2.497 4.384 0.2 -0.1 -0.2
O 0.746 -4.261 7.455 0.1 0.0 0.2
H 1.006 -4.476 6.559 0.1 0.0 -0.3
H -0.201 -4.397 7.470 -0.2 0.0 0.0
O -2.297 -6.062 -3.742 0.1 -0.3 -0.1
H -2.529 -5.790 -2.854 0.0 0.1 0.3
H -2.718 -5.415 -4.308 -0.1 0.2 -0.1
O -6.762 -6.576 -1.775 -0.2 0.1 0.0
H -6.382 -7.366 -2.160 0.1 -0.2 -0.1
H -6.091 -6.258 -1.170 0.2 0.1 0.2
O -3.149 -7.942 3.975 0.1 -0.2 -0.1
H -2.722 -7.171 4.349 0.2 0.2 0.0
H -4.074 -7.836 4.198 -0.2 0.0 0.0
O 3.206 1.534 -6.977 0.1 -0.1 -0.3
H 2.282 1.681 -6.776 -0.2 0.0 0.1
H 3.657 1.668 -6.143 0.1 0.0 0.3
O 4.885 6.837 1.784 0.2 0.2 0.0
H 4.096 6.540 1.330 -0.2 -0.1 -0.2
H 4.911 6.316 2.586 0.0 -0.1 0.2
O 7.054 5.713 -5.594 -0.1 0.2 -0.1
H 7.173 5.363 -4.711 -0.1 -0.1 0.3
H 7.718 5.268 -6.120 0.1 -0.1 -0.2
```
Positions in Å, forces in eV/Å.

Calculated values
- F_max (eV Å⁻¹) = 5.30
- HOMO energy (eV) = -7.367
- orbital gap (eV) = 9.23
- total energy (Ha) = -1620.3222
- energy above the lowest of the compared OMol25 structures with the same formula, charge and spin (kcal/mol) = 62.4
- total charge = -1

Löwdin population analysis, charges in e, atoms 1 to 4: 0.07 -0.31 0.20 -0.86

***

C4H22BO19 as an isolated structure at a distorted geometry. Source: the Open Molecules 2025 dataset; level of theory: ωB97M-V with the def2-TZVPD basis set.

Structure (XYZ):
```
46
Properties=species:S:1:pos:R:3:forces:R:3
O -3.092 0.279 -0.141 -0.1 0.7 -0.7
C -1.921 0.515 -0.328 -3.8 0.3 -0.2
O -1.381 1.195 -1.268 0.6 1.0 -1.8
B 0.046 0.923 -1.191 0.1 0.8 0.4
O 0.189 -0.033 -0.031 5.7 1.2 -3.7
C -0.901 -0.008 0.501 -3.7 -2.9 6.1
O -1.196 -0.482 1.577 0.1 -0.4 0.0
O 0.857 2.158 -0.920 -3.7 -2.6 1.7
C 1.777 2.076 -1.776 3.4 7.0 0.8
O 2.612 2.962 -1.764 0.3 -0.5 -0.7
C 1.535 1.148 -2.798 5.8 -2.3 -4.9
O 0.573 0.441 -2.466 -4.0 -2.8 0.9
O 2.333 0.912 -3.724 -2.2 1.2 1.3
O 0.261 -0.539 3.881 1.0 -2.3 0.3
H 0.466 0.280 4.261 0.0 1.8 0.5
H -0.476 -0.481 3.289 -0.7 0.6 -0.4
O -0.865 -2.209 -2.466 0.3 0.4 1.1
H -0.865 -1.946 -3.363 0.1 0.8 -1.5
H -1.413 -2.974 -2.466 -0.7 -1.1 0.3
O 1.387 -2.438 -0.915 0.7 -0.6 -0.6
H 1.060 -1.963 -0.174 -0.2 0.6 1.2
H 0.720 -2.239 -1.578 -0.1 -0.1 -0.3
O -2.497 -1.977 3.766 -0.7 0.5 -0.9
H -2.515 -1.659 2.830 0.1 -0.2 1.1
H -1.908 -2.725 3.767 0.4 -0.3 0.0
O -4.932 0.603 2.387 -0.4 1.3 0.4
H -4.966 -0.071 3.054 0.1 -0.7 0.3
H -4.709 0.183 1.569 0.3 -0.5 -0.6
O 3.765 0.133 -0.637 0.8 0.1 -0.3
H 3.661 -0.609 -1.227 -0.3 -0.7 -0.2
H 2.957 0.218 -0.161 -1.0 -0.1 0.8
O -2.315 1.267 3.433 0.8 0.1 -0.5
H -2.428 1.420 4.361 -0.3 0.1 0.6
H -3.173 1.341 3.011 -0.5 -0.1 0.0
O 2.319 3.057 1.313 -0.8 0.2 0.5
H 1.964 3.324 0.456 0.5 -0.1 0.1
H 3.247 2.876 1.217 0.5 0.0 -0.4
O 2.647 -1.717 -3.972 1.1 1.5 -0.6
H 1.864 -2.214 -3.923 -1.5 -1.2 0.2
H 2.345 -0.820 -4.258 0.5 -0.6 0.5
O -4.033 -2.096 0.831 -2.0 -3.1 1.4
H -3.757 -1.295 0.496 1.7 2.6 -1.3
H -3.320 -2.729 0.898 0.3 0.3 -0.1
O 5.082 2.117 -1.803 2.4 0.4 -0.3
H 4.258 2.550 -1.789 -1.4 1.6 -0.2
H 4.736 1.246 -1.759 0.1 -1.5 0.3
```
Positions in Å, forces in eV/Å.

Calculated values
- F_max (eV Å⁻¹) = 7.96
- HOMO energy (eV) = -7.442
- orbital gap (eV) = 9.33
- total energy (Ha) = -1620.3142
- energy above the lowest of the compared OMol25 structures with the same formula, charge and spin (kcal/mol) = 67.4
- total charge = -1

Löwdin population analysis, charges in e, atoms 1 to 4: 0.15 -0.40 0.32 -0.77

***

Q: Which of these has the highest F_max?
A: number 6